{
  "formula": "C5H8N2O2",
  "method": "wB97M-V/def2-TZVPD",
  "elements": ["O", "C", "N", "C", "C", "C", "C", "N", "H", "H", "H", "H", "H", "H", "O", "H", "H"],
  "xyz": [[-0.82038, 2.24473, 0.16698], [0.14022, 1.63813, -0.28248], [0.87794, 0.72965, 0.38170], [0.62752, -0.25709, 1.38740], [1.32191, -0.60371, 0.09667], [0.61448, -1.51550, -0.88615], [0.92782, -1.26024, -2.29874], [0.91198, -0.97787, -3.42428], [0.50926, 1.83161, -1.30720], [1.21804, -0.18865, 2.30275], [-0.40178, -0.60420, 1.51169], [2.40702, -0.72861, 0.12304], [0.89822, -2.55533, -0.66501], [-0.47653, -1.46388, -0.75537], [-2.95837, 1.06319, 1.56405], [-2.11952, 1.30357, 1.13128], [-3.67781, 1.34417, 0.95367]],
  "atomic_forces_ev_per_a": [[0.7166, -0.4486, -0.1158], [-1.0284, 0.6314, -0.4937], [0.4417, -0.3985, 0.1722], [-0.2178, -0.1432, 0.1913], [0.5048, -0.1169, 0.0919], [0.0418, -0.3738, 0.1380], [-0.8517, 0.7495, -1.3705], [0.4655, -0.4717, 1.4515], [0.0155, -0.0882, 0.2227], [-0.1991, 0.0801, -0.2669], [0.2341, 0.1212, -0.0189], [-0.2578, 0.0090, 0.0006], [-0.0296, 0.2757, 0.0535], [0.2556, 0.1237, -0.1520], [-0.6669, -0.0594, -0.5617], [-0.4237, 0.3619, 0.0233], [0.9995, -0.2523, 0.6346]],
  "lumo_energy_ha": 0.0172,
  "spin_multiplicity": 1,
  "e_tot_ha": -455.2626,
  "smiles": "N#CC[C@@H]1CN1C=O.O"
}